# 1
# C5H14

A 2-piece molecular cluster, C5H14 overall at a distorted geometry (ωB97M-V/def2-TZVPD, the OMol25 dataset).

Each line ends with the Mulliken charge.
Cartesian coordinates (Å):
C  0.00  1.67  1.50  -0.65
C  -0.65  2.63  0.51  -0.83
C  -0.02  -1.73  0.47  -0.98
C  0.88  -1.77  -0.73  -0.33
C  0.03  -1.33  -1.99  -0.89
H  1.00  2.06  1.74  0.29
H  -0.38  -0.34  -1.73  0.13
H  0.64  -1.24  -2.88  0.31
H  -0.48  1.80  2.49  0.31
H  1.08  -2.84  -0.94  0.29
H  -0.68  -2.15  -2.00  0.32
H  0.07  3.37  0.13  0.27
H  -0.31  -0.70  0.70  0.30
H  -0.10  0.64  1.24  -0.08
H  -1.37  3.37  0.85  0.29
H  1.75  -1.11  -0.62  0.34
H  -0.93  -2.30  0.27  0.34
H  0.34  -2.13  1.41  0.35
H  -0.89  2.11  -0.43  0.22

The calculation puts the total energy at -198.85036 a.u. As for the SMILES: CCC.CC. The calculation puts the energy relative to the best compared isomer or geometry (same formula, charge and spin) at 101.8 kJ/mol. For the HOMO energy, the calculation gives -11.0 eV. The value obtained for the orbital gap is 12.201 eV.

=====

# 2
# C5H14

A 2-piece molecular cluster, C5H14 overall at a distorted geometry (ωB97M-V/def2-TZVPD, the OMol25 dataset).

Each line ends with the Mulliken charge.
Cartesian coordinates (Å):
C  -2.57  -0.08  0.08  -0.82
C  1.21  0.62  -0.67  0.18
C  -2.31  -1.12  1.22  -0.85
C  1.67  0.93  0.77  -1.20
C  2.26  -0.15  -1.52  -1.14
H  2.72  -0.89  -0.88  0.32
H  2.20  0.04  1.11  0.30
H  -1.25  -1.26  1.41  0.27
H  0.32  -0.01  -0.61  -0.04
H  -3.63  -0.15  -0.12  0.33
H  2.96  0.56  -1.95  0.30
H  -2.08  0.86  0.31  0.26
H  0.90  1.26  1.46  0.30
H  1.04  1.57  -1.17  0.27
H  -2.72  -0.79  2.17  0.28
H  2.36  1.76  0.69  0.38
H  -2.75  -2.06  0.91  0.30
H  1.75  -0.61  -2.37  0.31
H  -2.09  -0.47  -0.82  0.24

The calculation puts the total energy at -198.87495 a.u. As for the SMILES: CCC.CC. The calculation puts the energy relative to the best compared isomer or geometry (same formula, charge and spin) at 37.3 kJ/mol. For the HOMO energy, the calculation gives -11.3 eV. The value obtained for the orbital gap is 12.379 eV.

=====

# 3
# C5H14

A 2-piece molecular cluster, C5H14 overall at a distorted geometry (ωB97M-V/def2-TZVPD, the OMol25 dataset).

Each line ends with the Mulliken charge.
Cartesian coordinates (Å):
C  0.12  2.08  -0.01  -0.17
C  -1.28  2.69  -0.24  -1.04
C  0.93  -2.54  0.15  -0.73
C  -0.21  -2.76  1.15  -0.86
C  0.61  1.19  -1.16  -1.00
H  0.05  -2.73  2.22  0.28
H  1.68  1.07  -1.03  0.33
H  0.20  1.44  -2.16  0.36
H  -0.68  -3.73  1.03  0.33
H  0.61  -2.11  -0.82  0.21
H  0.25  0.18  -0.93  0.11
H  -1.83  1.91  -0.79  0.27
H  -1.69  3.60  -0.71  0.33
H  0.25  1.34  0.87  0.23
H  1.40  -3.46  -0.09  0.34
H  -1.59  2.67  0.81  0.27
H  -1.08  -2.10  0.89  0.23
H  1.56  -1.74  0.58  0.22
H  0.71  3.00  0.26  0.29

The calculation puts the total energy at -198.83807 a.u. As for the SMILES: CCC.CC. The calculation puts the energy relative to the best compared isomer or geometry (same formula, charge and spin) at 134.1 kJ/mol. For the HOMO energy, the calculation gives -10.4 eV. The value obtained for the orbital gap is 11.422 eV.

=====

# 4
# C5H14

A 2-piece molecular cluster, C5H14 overall at a distorted geometry (ωB97M-V/def2-TZVPD, the OMol25 dataset).

Each line ends with the Mulliken charge.
Cartesian coordinates (Å):
C  0.21  1.02  -1.46  -0.81
C  0.59  -0.91  2.78  -0.48
C  1.57  0.24  2.54  -0.90
C  -1.07  0.81  -2.24  -0.02
C  -1.61  -0.80  -2.15  -0.82
H  1.25  -1.77  2.83  0.24
H  0.00  -0.87  3.73  0.31
H  0.90  1.82  -1.69  0.40
H  -1.12  -1.31  -3.00  0.36
H  0.05  -0.99  1.81  -0.01
H  1.18  1.26  2.65  0.28
H  -1.29  -1.34  -1.26  0.31
H  2.06  0.08  1.56  0.21
H  2.32  0.21  3.31  0.35
H  -2.73  -0.85  -2.26  0.33
H  -1.90  1.35  -1.77  0.34
H  -0.13  1.17  -0.43  0.28
H  0.65  0.00  -1.61  0.31
H  -0.93  0.88  -3.33  0.30

The calculation puts the total energy at -198.45200 a.u. The calculation puts the energy relative to the best compared isomer or geometry (same formula, charge and spin) at 91.8 kJ/mol. For the HOMO energy (alpha / beta), the calculation gives -14.4 / -14.4 eV. The charge is +1. Its multiplicity is 2. The value obtained for the orbital gap (alpha / beta) is 11.098 / 3.489 eV.

=====

# 5
# C5H14B2N2

C5H14B2N2 in the gas phase at a distorted geometry (ωB97M-V/def2-TZVPD, the OMol25 dataset).

Each line ends with the Mulliken charge.
Cartesian coordinates (Å):
N  1.41  1.49  0.18  -0.45
N  -1.72  1.13  0.03  -0.12
C  3.15  -0.19  -0.80  -1.26
C  -1.10  1.96  0.88  -0.43
C  0.84  -1.07  0.22  -0.66
C  -0.51  -0.84  1.07  -0.70
C  -2.72  -1.06  -0.81  -1.10
B  1.65  0.23  -0.13  0.29
B  -1.67  -0.30  0.11  0.20
H  -2.65  -2.16  -0.73  0.28
H  -0.66  -1.77  1.62  0.40
H  -2.20  1.52  -0.79  0.23
H  -3.65  -0.74  -0.60  0.36
H  -0.81  1.51  1.81  0.35
H  -0.05  -0.14  1.80  0.14
H  3.66  -0.54  -0.01  0.41
H  3.57  0.65  -1.34  0.24
H  1.89  2.37  0.08  0.18
H  -1.02  3.04  0.77  0.30
H  1.45  -1.88  0.71  0.32
H  -2.27  -0.80  -1.76  0.41
H  2.93  -0.95  -1.47  0.37
H  0.49  -1.46  -0.82  0.26

The calculation puts the total energy at -358.05909 a.u. For the HOMO energy (alpha / beta), the calculation gives -7.8 / -7.0 eV. The value obtained for the orbital gap (alpha / beta) is 7.747 / 6.358 eV.

=====

# 6
# C5H14BClLaNSc

C5H14BClLaNSc as an isolated structure at a distorted geometry (ωB97M-V/def2-TZVPD, the OMol25 dataset).

Each line ends with the Mulliken charge.
Cartesian coordinates (Å):
La  0.43  0.35  -2.91  1.07
Sc  -0.46  0.59  1.02  0.77
Cl  -0.73  2.83  1.28  -0.49
N  0.53  -0.05  2.71  -0.60
C  0.36  -1.21  -1.28  -1.08
C  0.53  -0.01  3.89  0.28
C  -1.23  -0.21  -4.56  -1.34
C  -2.39  -0.19  1.40  -0.94
C  2.79  0.72  -3.07  -1.31
B  0.58  0.02  5.41  -0.04
H  -0.34  -1.78  -0.62  0.30
H  3.43  -0.08  -2.67  0.30
H  -2.32  -0.73  2.35  0.26
H  3.06  0.88  -4.13  0.28
H  -1.60  -1.24  -4.45  0.30
H  -0.29  0.79  5.79  -0.11
H  1.69  0.41  5.73  -0.12
H  -0.82  -0.08  -5.57  0.29
H  1.33  -1.78  -1.29  0.18
H  0.38  -1.12  5.79  -0.11
H  -3.11  0.64  1.51  0.29
H  -2.08  0.48  -4.43  0.28
H  3.01  1.65  -2.51  0.25
H  -2.74  -0.87  0.61  0.28

The calculation puts the total energy at -1530.94453 a.u. The calculation puts the energy relative to the best compared isomer or geometry (same formula, charge and spin) at 0.0 kJ/mol. For the HOMO energy, the calculation gives -4.0 eV. The charge is -1. The value obtained for the orbital gap is 5.843 eV.

=====

Please write out number 4 again, unchanged.
# C5H14

A 2-piece molecular cluster, C5H14 overall at a distorted geometry (ωB97M-V/def2-TZVPD, the OMol25 dataset).

Each line ends with the Mulliken charge.
Cartesian coordinates (Å):
C  0.21  1.02  -1.46  -0.81
C  0.59  -0.91  2.78  -0.48
C  1.57  0.24  2.54  -0.90
C  -1.07  0.81  -2.24  -0.02
C  -1.61  -0.80  -2.15  -0.82
H  1.25  -1.77  2.83  0.24
H  0.00  -0.87  3.73  0.31
H  0.90  1.82  -1.69  0.40
H  -1.12  -1.31  -3.00  0.36
H  0.05  -0.99  1.81  -0.01
H  1.18  1.26  2.65  0.28
H  -1.29  -1.34  -1.26  0.31
H  2.06  0.08  1.56  0.21
H  2.32  0.21  3.31  0.35
H  -2.73  -0.85  -2.26  0.33
H  -1.90  1.35  -1.77  0.34
H  -0.13  1.17  -0.43  0.28
H  0.65  0.00  -1.61  0.31
H  -0.93  0.88  -3.33  0.30

The calculation puts the total energy at -198.45200 a.u. The calculation puts the energy relative to the best compared isomer or geometry (same formula, charge and spin) at 91.8 kJ/mol. For the HOMO energy (alpha / beta), the calculation gives -14.4 / -14.4 eV. The charge is +1. Its multiplicity is 2. The value obtained for the orbital gap (alpha / beta) is 11.098 / 3.489 eV.

=====

Which formula does entry 5 have? C5H14B2N2